No. 1
{
  "formula": "C29H28F12IrN3O3S",
  "method": "the ωB97M-V functional and the def2-TZVPD basis",
  "homo_ev": [-6.5984, -7.6616],
  "orbital_gap_ev": [7.151, 6.120],
  "total_energy_ev": -87423.916,
  "total_charge": 0,
  "s_squared": 6.040,
  "spin_multiplicity": 5,
  "e_above_lowest_kcal_mol": 0.0,
  "lumo_energy_ha": [0.02030, -0.05665],
  "species": ["Ir", "C", "C", "C", "C", "C", "N", "C", "C", "C", "C", "C", "C", "C", "C", "O", "C", "F", "F", "F", "C", "F", "F", "F", "C", "C", "C", "O", "C", "F", "F", "F", "C", "F", "F", "F", "H", "H", "H", "H", "H", "H", "H", "H", "H", "H", "H", "H", "C", "C", "S", "O", "C", "C", "H", "H", "H", "H", "H", "H", "H", "H", "H", "H", "N", "C", "C", "C", "C", "C", "N", "H", "H", "H", "H", "H", "H"],
  "positions_angstrom": [[-0.30752, -1.00166, -0.54368], [-0.30533, 4.19739, -4.94056], [-0.03962, 3.35158, -3.72241], [1.25307, 3.06335, -3.30662], [1.46458, 2.27601, -2.19097], [0.39366, 1.74440, -1.47406], [0.70478, 0.87449, -0.40061], [1.41778, 1.35924, 0.66565], [1.50715, 2.75583, 0.85610], [2.20681, 3.30602, 1.90402], [2.85802, 2.48409, 2.81693], [3.61920, 3.05191, 3.98315], [2.75844, 1.10409, 2.64747], [2.04457, 0.50294, 1.62410], [1.98381, -1.03809, 1.51249], [0.77482, -1.54113, 1.12570], [2.20569, -1.72811, 2.90384], [1.35414, -1.20207, 3.80208], [1.94947, -3.03446, 2.83397], [3.44542, -1.61303, 3.41601], [3.12843, -1.49434, 0.55774], [4.34181, -1.16955, 1.02269], [3.10593, -2.81885, 0.36700], [3.01327, -0.91466, -0.64601], [-0.92465, 1.99737, -1.88076], [-1.09660, 2.81990, -2.99413], [-2.12794, 1.42827, -1.08844], [-2.03605, 0.11892, -0.71250], [-2.34413, 2.31501, 0.18321], [-3.55130, 2.12033, 0.73593], [-1.43726, 2.01358, 1.11836], [-2.23327, 3.62799, -0.07331], [-3.43675, 1.48172, -1.93584], [-4.42934, 0.80292, -1.36146], [-3.23576, 0.92953, -3.14061], [-3.88973, 2.73825, -2.13066], [0.53694, 4.85456, -5.15598], [-1.19264, 4.81602, -4.80544], [-0.47360, 3.57554, -5.82259], [2.10187, 3.46302, -3.85041], [2.46953, 2.04586, -1.85745], [0.98672, 3.40233, 0.16340], [2.24388, 4.38301, 2.01954], [3.95230, 4.06959, 3.78190], [4.49280, 2.44307, 4.21741], [2.99263, 3.08102, 4.87804], [3.27700, 0.48655, 3.36603], [-2.09373, 3.07093, -3.32330], [-1.96908, -1.65124, 4.36400], [-2.01694, -2.55208, 3.13665], [-2.26093, -1.58321, 1.65066], [-1.99712, -2.54355, 0.48699], [-4.04694, -1.35604, 1.70033], [-4.82108, -2.58822, 1.26258], [-1.78009, -2.24644, 5.25704], [-2.90898, -1.11784, 4.51728], [-1.17084, -0.91596, 4.27000], [-2.79530, -3.31485, 3.19423], [-1.05526, -3.03527, 2.95656], [-4.23184, -0.50547, 1.04417], [-4.27039, -1.05713, 2.72704], [-4.46240, -2.94294, 0.29850], [-5.87619, -2.33016, 1.16727], [-4.73590, -3.40596, 1.97910], [0.01509, -4.12673, -1.04937], [0.74938, -3.49779, -1.99116], [1.61711, -4.22004, -2.83715], [2.30841, -3.55696, -3.81189], [2.15242, -2.17262, -3.96753], [1.31598, -1.53243, -3.09869], [0.62926, -2.16736, -2.12409], [0.21032, -5.09034, -0.85118], [-0.56525, -3.61640, -0.39072], [1.71574, -5.28900, -2.70240], [2.97567, -4.10692, -4.46371], [2.67935, -1.61734, -4.72874], [1.16653, -0.46034, -3.14073]],
  "forces_ev_per_a": [[0.152, 0.793, -0.056], [0.009, -0.010, 0.027], [-0.040, 0.021, -0.026], [0.069, -0.007, 0.025], [0.020, 0.054, -0.118], [0.093, -0.239, 0.277], [0.007, -0.213, -0.365], [-0.039, -0.063, 0.075], [0.012, -0.065, 0.018], [0.023, -0.028, 0.039], [0.007, 0.044, 0.016], [-0.018, -0.028, -0.020], [0.061, -0.053, 0.067], [-0.038, 0.102, -0.171], [-0.052, 0.150, 0.174], [0.095, -0.169, 0.136], [-0.026, 0.211, -0.115], [0.000, -0.048, 0.049], [-0.029, -0.096, 0.000], [0.025, -0.066, 0.065], [-0.165, 0.015, 0.079], [0.133, 0.028, 0.028], [0.018, -0.060, -0.071], [-0.048, 0.001, -0.112], [-0.062, 0.048, 0.005], [-0.088, -0.009, 0.018], [0.010, 0.091, -0.057], [-0.085, -0.065, -0.005], [0.031, -0.102, -0.146], [-0.062, -0.032, 0.055], [0.059, 0.004, 0.045], [-0.002, 0.061, -0.019], [0.135, 0.054, -0.025], [-0.044, -0.046, 0.067], [-0.012, -0.006, -0.044], [-0.077, 0.040, -0.015], [0.005, -0.006, 0.008], [0.003, -0.007, 0.015], [0.008, -0.017, 0.015], [-0.019, -0.011, 0.004], [-0.019, 0.009, 0.003], [0.014, 0.005, 0.017], [0.000, -0.011, -0.006], [-0.002, -0.004, -0.014], [-0.006, 0.005, -0.009], [-0.007, -0.006, -0.013], [-0.016, 0.052, -0.022], [0.027, 0.005, -0.002], [-0.025, -0.016, 0.000], [-0.032, -0.111, 0.103], [0.149, -0.213, -0.351], [-0.191, 0.148, 0.435], [-0.032, -0.079, -0.027], [-0.055, 0.035, 0.034], [0.009, -0.006, -0.011], [0.010, -0.022, 0.001], [0.000, -0.002, -0.006], [0.056, -0.032, 0.023], [0.003, 0.008, 0.035], [0.004, -0.027, -0.022], [-0.054, 0.057, -0.045], [0.019, 0.039, -0.008], [0.003, -0.033, 0.013], [0.003, 0.017, 0.001], [0.080, -0.009, -0.045], [-0.076, -0.122, 0.072], [-0.006, -0.028, -0.020], [0.044, -0.008, -0.058], [0.002, -0.076, 0.016], [-0.049, 0.085, 0.033], [0.093, 0.037, -0.056], [-0.004, 0.003, -0.005], [-0.008, 0.030, -0.020], [0.003, 0.015, -0.003], [-0.008, 0.006, 0.008], [-0.002, -0.014, 0.002], [0.008, -0.011, 0.007]]
}

=====

No. 2
{
  "formula": "C5H9NO",
  "method": "the ωB97M-V functional and the def2-TZVPD basis",
  "homo_ev": -9.2959,
  "orbital_gap_ev": 10.285,
  "smiles": "C[C@@]1(O)CN2C[C@H]21",
  "total_energy_ev": -8866.136,
  "total_charge": 0,
  "spin_multiplicity": 1,
  "e_above_lowest_kcal_mol": 71.0,
  "lumo_energy_ha": 0.03637,
  "species": ["C", "C", "O", "C", "N", "C", "C", "H", "H", "H", "H", "H", "H", "H", "H", "H"],
  "positions_angstrom": [[1.20815, -1.17488, 0.10348], [0.62654, 0.23456, 0.02637], [1.70559, 1.09843, 0.29715], [-0.28083, 0.61669, -1.18554], [-1.42684, 0.99370, -0.26140], [-1.68449, -0.33403, 0.47270], [-0.58593, 0.52910, 0.86586], [0.51178, -2.02074, -0.00211], [1.72190, -1.29435, 1.06470], [1.94012, -1.26825, -0.70050], [1.46629, 2.00192, 0.07428], [-0.53465, -0.21471, -1.85063], [0.08126, 1.45448, -1.80279], [-1.64154, -1.24432, -0.12432], [-2.47426, -0.41657, 1.20511], [-0.63533, 1.03901, 1.82234]],
  "forces_ev_per_a": [[0.216, -0.054, -0.056], [0.125, -0.383, -0.020], [0.344, 0.116, -0.297], [-0.015, -0.300, -0.032], [-0.480, -0.841, 0.214], [-0.702, 0.322, -0.561], [0.259, -0.388, 0.589], [-0.064, 0.633, 0.009], [-0.008, 0.059, -0.198], [0.138, -0.056, 0.097], [-0.105, 0.095, 0.012], [0.042, 0.106, -0.012], [-0.192, -0.141, 0.444], [0.638, 0.246, 0.112], [-0.532, 0.647, -0.311], [0.336, -0.061, 0.010]]
}